2 unconnected molecules or ions with the total composition C5H10NO2PS2, computed with ωB97M-V/def2-TZVPD.

XYZ file:
```
21
C5H10NO2PS2 (ωB97M-V/def2-TZVPD)
C 0.993 1.318 0.025
C 1.771 0.218 -0.040
C -0.197 1.121 0.760
C 3.192 0.361 -0.538
C 1.451 -1.123 0.415
N -1.157 1.184 1.430
O -3.697 -1.167 -1.509
O -1.363 -0.163 -1.118
P -2.713 -0.352 -0.533
S -3.749 1.408 -0.148
S -2.793 -1.597 1.219
H 1.227 2.358 -0.209
H 3.905 0.359 0.420
H 3.465 -0.536 -0.992
H 3.502 1.264 -1.233
H 0.421 -1.330 0.469
H 1.915 -1.128 1.454
H 1.934 -1.880 -0.184
H -2.906 1.619 0.826
H -3.162 -1.317 -2.390
H -2.039 -0.618 1.877
```

Total charge: 0
Energy above the lowest of the compared OMol25 structures with the same formula, charge and spin, kJ/mol: 0.00
Lowest unoccupied orbital energy, Ha: 0.018
Maximum force, eV Å⁻¹: 3.52

A single C4H7NO2 molecule, computed with ωB97M-V/def2-TZVPD.

XYZ file:
```
14
C4H7NO2 (ωB97M-V/def2-TZVPD)
O -0.102 0.707 1.832
C 0.632 0.211 0.726
C 0.259 -1.245 0.407
O -0.594 -1.433 -0.733
C -1.166 -0.348 -1.290
N -0.799 0.860 -1.211
C 0.455 1.096 -0.506
H -0.975 0.975 1.515
H 1.676 0.231 1.050
H 1.146 -1.854 0.222
H -0.271 -1.652 1.271
H -2.035 -0.633 -1.883
H 1.283 0.940 -1.210
H 0.491 2.143 -0.190
```

Total charge: 0
Energy above the lowest of the compared OMol25 structures with the same formula, charge and spin, kJ/mol: 151.97
Lowest unoccupied orbital energy, Ha: 0.030
Maximum force, eV Å⁻¹: 0.36

2 unconnected molecules or ions with the total composition C4H9NO2, computed with ωB97M-V/def2-TZVPD.

XYZ file:
```
16
C4H9NO2 (ωB97M-V/def2-TZVPD)
C 0.395 -1.735 -0.091
N -1.695 -0.968 -1.346
C -1.874 -0.322 -0.397
O -0.279 -0.673 0.738
C 0.386 0.555 1.083
C 0.490 1.586 -0.050
O 0.985 1.007 -1.231
H 0.677 -1.510 -1.137
H 1.274 -1.935 0.497
H -0.246 -2.634 -0.156
H -2.324 0.346 0.309
H -0.148 1.027 1.933
H 1.379 0.284 1.438
H -0.469 2.100 -0.231
H 1.198 2.369 0.256
H 0.251 0.505 -1.617
```

Total charge: 0
Energy above the lowest of the compared OMol25 structures with the same formula, charge and spin, kJ/mol: 381.49
Lowest unoccupied orbital energy, Ha: 0.031
Maximum force, eV Å⁻¹: 2.12

A molecular structure, C3H7ClS, computed with ωB97M-V/def2-TZVPD.

XYZ file:
```
12
C3H7ClS (ωB97M-V/def2-TZVPD)
C 0.044 -2.026 -0.511
C -0.674 -0.544 0.029
C -0.086 0.216 1.330
H -0.340 -3.121 0.191
H -0.646 -2.018 -1.649
H 1.104 -1.873 -0.470
H -1.596 -0.873 0.429
H 0.059 0.380 -1.872
H -0.246 -0.688 2.075
H -0.811 0.839 1.705
S -1.127 0.104 -1.470
Cl 1.459 1.165 1.060
```

Total charge: 0
Energy above the lowest of the compared OMol25 structures with the same formula, charge and spin, kJ/mol: 327.69
Lowest unoccupied orbital energy, Ha: 0.028
Maximum force, eV Å⁻¹: 5.19

7 unconnected molecules or ions with the total composition H14O7, computed with ωB97M-V/def2-TZVPD.

XYZ file:
```
21
H14O7 (ωB97M-V/def2-TZVPD)
H -0.607 0.493 -0.234
H -0.781 1.203 1.098
H -2.080 3.987 -0.537
H -1.803 4.715 -1.842
H -2.715 -0.647 1.703
H -2.517 -1.395 0.394
H 1.019 0.505 2.487
H 2.343 -0.231 2.354
H 5.161 0.314 0.330
H 3.655 0.514 0.287
H 0.441 -2.160 -1.997
H 1.485 -1.330 -1.268
H -1.119 -2.608 -0.965
H -2.529 -3.173 -1.009
O -1.034 0.402 0.625
O -1.421 4.072 -1.234
O -2.962 -0.627 0.771
O 1.667 0.218 1.833
O 4.401 0.241 -0.259
O 1.277 -1.700 -2.133
O -1.881 -2.791 -0.405
```

Total charge: 0
Energy above the lowest of the compared OMol25 structures with the same formula, charge and spin, kJ/mol: 297.29
Lowest unoccupied orbital energy, Ha: 0.008
Maximum force, eV Å⁻¹: 2.83

7 unconnected molecules or ions with the total composition C36H46O15, computed with ωB97M-V/def2-TZVPD.

XYZ file:
```
97
C36H46O15 (ωB97M-V/def2-TZVPD)
C 4.998 -1.199 1.206
C 3.648 -0.542 1.076
C 2.942 -0.611 -0.127
C 1.695 -0.026 -0.246
C 1.121 0.649 0.826
C -0.261 1.258 0.672
C -1.277 0.195 0.388
C -1.621 -0.818 1.186
C -2.632 -1.638 0.480
O -3.048 -2.723 0.737
O -3.017 -0.949 -0.652
C -2.093 0.073 -0.851
O -2.027 0.664 -1.883
C 1.813 0.726 2.023
C 3.065 0.134 2.137
H 4.944 -2.242 0.903
H 5.341 -1.130 2.233
H 5.692 -0.706 0.527
H 3.362 -1.128 -0.981
H 1.154 -0.106 -1.184
H -0.228 1.968 -0.155
H -0.559 1.749 1.597
H -1.225 -1.012 2.170
H 1.386 1.246 2.872
H 3.619 0.195 3.065
O -1.614 1.930 -7.841
C -2.322 1.471 -6.992
O -3.671 1.542 -7.059
C -4.265 1.005 -5.858
C -3.204 0.083 -5.273
C -1.913 0.772 -5.707
H -4.505 1.835 -5.195
H -5.182 0.491 -6.117
H -3.299 -0.047 -4.197
H -3.272 -0.901 -5.740
H -1.592 1.531 -4.991
H -1.094 0.085 -5.897
O -9.203 -4.989 2.239
C -8.194 -4.480 1.851
O -8.183 -3.275 1.232
C -6.853 -2.953 0.784
C -5.923 -3.788 1.655
C -6.779 -5.025 1.923
H -6.773 -3.212 -0.273
H -6.703 -1.882 0.893
H -4.969 -3.992 1.184
H -5.730 -3.267 2.595
H -6.666 -5.782 1.145
H -6.599 -5.476 2.895
O 6.808 -4.129 1.278
C 5.995 -4.570 2.034
O 4.668 -4.321 1.898
C 3.939 -4.885 3.000
C 4.836 -5.986 3.554
C 6.228 -5.427 3.264
H 3.754 -4.093 3.729
H 2.986 -5.255 2.630
H 4.648 -6.201 4.604
H 4.684 -6.906 2.989
H 6.590 -4.780 4.065
H 6.969 -6.193 3.054
O -7.415 0.248 -4.026
C -7.841 1.256 -4.505
O -7.137 1.969 -5.418
C -7.829 3.186 -5.749
C -9.288 2.921 -5.394
C -9.154 1.958 -4.214
H -7.398 3.997 -5.159
H -7.672 3.395 -6.804
H -9.843 3.830 -5.171
H -9.784 2.418 -6.224
H -9.058 2.481 -3.262
H -9.962 1.235 -4.150
O 1.779 2.587 5.048
C 1.787 3.629 4.461
O 2.315 3.755 3.222
C 2.275 5.128 2.796
C 1.178 5.775 3.634
C 1.266 4.975 4.934
H 3.255 5.572 2.982
H 2.074 5.151 1.728
H 1.311 6.847 3.756
H 0.208 5.606 3.165
H 1.992 5.395 5.632
H 0.310 4.855 5.435
O 7.468 0.220 2.210
C 8.260 0.868 1.596
O 7.881 1.807 0.693
C 9.031 2.351 0.025
C 10.203 2.087 0.963
C 9.775 0.784 1.635
H 9.144 1.840 -0.934
H 8.854 3.408 -0.160
H 11.159 2.034 0.446
H 10.266 2.882 1.708
H 10.081 -0.095 1.066
H 10.120 0.689 2.660
```

Total charge: 0
Lowest unoccupied orbital energy, Ha: -0.032
Maximum force, eV Å⁻¹: 0.67

8 unconnected molecules or ions with the total composition C18H34F2N4O18S2, computed with ωB97M-V/def2-TZVPD.

XYZ file:
```
78
C18H34F2N4O18S2 (ωB97M-V/def2-TZVPD)
C 0.324 -0.021 1.244
N 0.324 -1.425 0.933
O -0.536 -1.733 0.159
O 1.209 -2.135 1.439
H 0.497 0.058 2.318
H -0.622 0.505 1.123
H 1.110 0.406 0.621
C 3.225 -2.813 -2.567
N 3.614 -1.557 -1.859
O 4.855 -1.368 -1.866
O 2.683 -0.966 -1.298
H 4.091 -3.074 -3.175
H 2.542 -2.822 -3.417
H 3.116 -3.734 -1.994
C 2.384 2.855 -3.360
N 2.254 2.378 -1.930
O 1.148 2.502 -1.286
O 3.177 1.758 -1.557
H 3.327 3.395 -3.454
H 1.528 3.513 -3.508
H 2.313 1.979 -4.004
C -0.590 -4.141 3.568
N -1.476 -4.654 2.472
O -0.996 -5.358 1.625
O -2.679 -4.396 2.532
H 0.136 -4.836 3.989
H -1.104 -3.813 4.472
H 0.022 -3.283 3.290
C -0.285 -1.781 -4.441
C -1.485 -1.594 -5.296
C -1.882 -0.133 -5.216
S -1.352 0.501 -3.576
O -2.515 0.773 -2.657
O -0.424 1.583 -3.734
C -0.655 -1.111 -3.132
H 0.684 -1.536 -4.877
H -0.209 -2.857 -4.282
H -2.317 -2.072 -4.779
H -1.420 -2.038 -6.289
H -2.867 0.271 -5.450
H -1.295 0.510 -5.871
H -1.444 -1.713 -2.681
H 0.189 -0.854 -2.492
C -4.117 0.885 3.114
C -5.275 -0.115 3.089
C -4.826 -1.559 3.069
S -3.124 -1.459 3.727
O -2.236 -1.601 2.529
O -2.808 -2.100 4.990
C -3.083 0.307 3.990
H -4.323 1.879 3.511
H -3.817 0.976 2.071
H -5.803 0.037 2.147
H -6.037 0.029 3.856
H -4.728 -1.988 2.071
H -5.458 -2.027 3.823
H -2.093 0.761 4.004
H -3.293 0.339 5.060
C -0.192 4.637 0.655
C -1.250 3.652 0.476
O -2.147 4.351 -0.316
C -1.945 5.663 -0.235
O -2.609 6.480 -0.840
O -0.784 5.891 0.424
F -1.883 3.209 1.576
H 0.672 4.273 0.100
H 0.248 4.588 1.651
H -0.866 2.747 0.005
C 6.271 0.683 1.298
C 5.520 -0.229 2.046
O 4.174 0.051 1.831
C 4.072 1.170 1.103
O 2.962 1.814 1.024
O 5.305 1.659 0.799
F 5.574 -0.117 3.387
H 6.692 0.058 0.511
H 6.992 1.157 1.964
H 5.616 -1.275 1.756
```

Total charge: +1
Multiplicity: 2
Lowest unoccupied orbital energy (spin up / spin down), Ha: -0.165 / -0.349
Maximum force, eV Å⁻¹: 6.61

A single C4H5NO molecule, computed with ωB97M-V/def2-TZVPD.

XYZ file:
```
11
C4H5NO (ωB97M-V/def2-TZVPD)
C 0.792 0.518 -0.974
C 1.349 -0.028 1.190
C -0.786 -0.424 0.491
C -0.414 -0.015 -0.819
N 0.088 -0.317 1.484
O -1.361 -0.246 -1.837
H 1.368 0.969 -1.774
H 1.923 0.628 1.664
H -1.755 -0.755 0.714
H -0.266 -0.521 2.463
H -0.937 0.192 -2.602
```

Total charge: 0
Energy above the lowest of the compared OMol25 structures with the same formula, charge and spin, kJ/mol: 561.82
Lowest unoccupied orbital energy (spin up / spin down), Ha: 0.016 / 0.016
Maximum force, eV Å⁻¹: 6.55